1.
The following is a quantum chemistry calculation of a gas-phase ion, C4H10N (charge +1), from the OMol25 dataset.

Last columns: bonded neighbours and bond lengths (Å).
Element x y z (Å)
1 C 1.5696 -1.3522 -0.3969  C2 1.343, H6 1.075, H7 1.071
2 C 0.2423 -1.4996 -0.2551  C1 1.343, C3 1.515, H8 1.080
3 C -0.6062 -0.2974 -0.6144  C2 1.515, C4 1.516, H9 1.113, H10 1.111
4 C -0.8662 0.5465 0.6184  C3 1.516, N5 1.511, H11 1.103, H12 1.091
5 N -0.2718 1.9324 0.5199  C4 1.511, H13 1.022, H14 1.022, H15 1.036
6 H 2.2827 -2.0735 -0.0399  C1 1.075
7 H 1.9977 -0.5759 -0.9986  C1 1.071
8 H -0.1426 -2.3772 0.2427  C2 1.080
9 H -1.4635 -0.6336 -1.2390  C3 1.113
10 H -0.0546 0.2522 -1.4072  C3 1.111
11 H -1.9637 0.6297 0.6921  C4 1.103
12 H -0.4765 0.1032 1.5356  C4 1.091
13 H 0.5668 1.9272 -0.0648  N5 1.022
14 H -0.9390 2.5969 0.1222  N5 1.022
15 H 0.0650 2.2600 1.4436  N5 1.036

Its total charge is +1. The HOMO energy comes out at -13.7 eV. For the LUMO energy, the calculation gives -3.8717 eV. Its HOMO-LUMO gap is 9.8346 eV. As for the SMILES: C=CCC[NH3+].



2.
The following is a quantum chemistry calculation of 2 unconnected molecules or ions with the total composition C4H10N, from the OMol25 dataset.

Last columns: bonded neighbours and bond lengths (Å).
Element x y z (Å)
1 C 0.1185 -1.5425 0.4964  C2 1.502, N5 1.577, H6 1.063, H7 1.092
2 C -0.2841 -0.1091 0.3014  C1 1.502, C3 1.450, N5 1.495
3 C -0.9882 0.8934 1.0762  C2 1.450, H8 1.148, H9 1.149, H10 1.160
4 C 1.7879 1.1082 -1.3741  H11 1.029, H12 1.049, H13 1.045
5 N -1.1053 -1.1349 -0.4108  C1 1.577, C2 1.495, H14 0.992, H15 1.082
6 H 0.9570 -2.0233 0.0536  C1 1.063
7 H -0.2883 -1.9970 1.4027  C1 1.092
8 H -0.3700 1.8195 1.3562  C3 1.148
9 H -1.1790 0.4297 2.1103  C3 1.149
10 H -1.9603 1.1172 0.4833  C3 1.160
11 H 1.5145 2.0899 -1.5147  C4 1.029
12 H 1.6334 0.2921 -2.0148  C4 1.049
13 H 2.4266 0.9554 -0.5612  C4 1.045
14 H -1.4696 -1.1469 -1.3332  N5 0.992
15 H -1.9723 -1.3803 0.1886  N5 1.082

Its total charge is +1. The HOMO energy (alpha / beta) comes out at -12.8 / -13.9 eV. For the LUMO energy (alpha / beta), the calculation gives -5.3051 / -3.7489 eV. Its HOMO-LUMO gap (alpha / beta) is 7.5074 / 10.1257 eV.



3.
The following is a quantum chemistry calculation of 2 unconnected molecules or ions with the total composition C4H10N, from the OMol25 dataset.

Last columns: bonded neighbours and bond lengths (Å).
Element x y z (Å)
1 C 0.3385 1.2323 -2.4457  C2 1.515, H6 1.100, H7 1.107, H8 1.088
2 C 0.8873 0.2168 -1.4644  C1 1.515, C3 1.542, H9 1.111, H10 1.103
3 C 0.0896 0.1568 -0.1465  C2 1.542, C4 1.299, H11 1.105
4 C 0.0205 -0.8819 0.6307  C3 1.299, H12 1.095
5 N -1.1540 -0.8065 3.0693  H13 1.009, H14 1.005, H15 1.009
6 H -0.7157 1.0305 -2.6844  C1 1.100
7 H 0.2865 2.2451 -2.0013  C1 1.107
8 H 0.8859 1.1471 -3.3821  C1 1.088
9 H 0.8900 -0.7965 -1.9192  C2 1.111
10 H 1.9330 0.3366 -1.1342  C2 1.103
11 H -0.6252 0.9994 -0.1301  C3 1.105
12 H 0.8453 -1.5757 0.8253  C4 1.095
13 H -2.0549 -0.6049 3.4768  N5 1.009
14 H -0.9538 -0.8243 2.0845  N5 1.005
15 H -0.4379 -0.6434 3.7608  N5 1.009

Its total charge is +1. The HOMO energy comes out at -14.3 eV. For the LUMO energy, the calculation gives -8.3279 eV. Its HOMO-LUMO gap is 5.9400 eV.



4.
The following is a quantum chemistry calculation of 2 unconnected molecules or ions with the total composition C4H10N, from the OMol25 dataset.

Last columns: bonded neighbours and bond lengths (Å).
Element x y z (Å)
1 C 1.9828 0.4743 -0.6197  N2 1.281, H3 1.085, H4 1.086
2 N 1.7974 -0.2176 0.4428  C1 1.281, H5 1.018, H6 1.019
3 H 1.8904 1.5547 -0.6007  C1 1.085
4 H 2.3937 -0.0791 -1.4594  C1 1.086
5 H 1.2109 0.1236 1.2017  N2 1.018
6 H 2.4502 -0.9113 0.8040  N2 1.019
7 C -1.0490 -1.0558 0.6404  C8 1.524, H10 1.101, H11 1.098, H12 1.094
8 C -1.2254 0.3889 0.1897  C7 1.524, C9 1.328, H13 1.132
9 C -1.6517 0.8943 -0.9615  C8 1.328, H14 1.074, H15 1.070
10 H -0.1554 -1.2849 1.2417  C7 1.101
11 H -1.8680 -1.4994 1.2214  C7 1.098
12 H -1.1378 -1.5606 -0.3257  C7 1.094
13 H -0.8723 1.0180 1.0616  C8 1.132
14 H -1.7847 1.9473 -1.1228  C9 1.074
15 H -1.9811 0.2076 -1.7135  C9 1.070

Its total charge is +1. The HOMO energy comes out at -13.7 eV. For the LUMO energy, the calculation gives -6.2212 eV. Its HOMO-LUMO gap is 7.5031 eV.



If you had to name the least stable structure above, which would it be? It would be 2.